Version P
Below is a molecular structure, ILi, with properties calculated with the ωB97M-V functional and the def2-TZVPD basis.

As for the multiplicity: 1. For the HOMO energy, the calculation gives -7.5 eV. Its charge is 0.

Geometry as XYZ:
```
2
ILi (the ωB97M-V functional and the def2-TZVPD basis)
Li 0.44750 0.21487 1.63577
I -0.44750 -0.21487 -1.63577
```

=====

Version Q
Below is a molecular structure, ILi, with properties calculated with the ωB97M-V functional and the def2-TZVPD basis.

As for the multiplicity: 1. For the HOMO energy, the calculation gives -8.1 eV. Its charge is 0.

Geometry as XYZ:
```
2
ILi (the ωB97M-V functional and the def2-TZVPD basis)
Li -22.25587 -20.46240 -8.28379
I -22.70023 -22.83432 -7.08384
```

=====

Result of the stability comparison: version Q is the most stable of them.

=====

Version P
Below is a gas-phase ion, C2H6NO2 (charge -1), with properties calculated with the ωB97M-V functional and the def2-TZVPD basis.

As for the multiplicity: 1. The SMILES is CN(O)C[O-]. For the HOMO energy, the calculation gives -2.9 eV. Its charge is -1.

Geometry as XYZ:
```
11
C2H6NO2 (the ωB97M-V functional and the def2-TZVPD basis)
C -1.33137 -0.22567 -0.27909
N -0.10331 -0.53967 0.40020
O 0.67713 -1.61564 -0.11801
C 0.91917 0.70703 0.39769
O 1.88027 0.53242 -0.43184
H -2.20315 -0.77023 0.26044
H -1.41935 0.94400 -0.27213
H -1.34097 -0.59103 -1.43218
H 1.53775 -0.93107 -0.47812
H 0.20173 1.61486 0.46250
H 1.18210 0.87501 1.49055
```

=====

Version Q
Below is 2 unconnected molecules or ions with the total composition C2H6NO2, with properties calculated with the ωB97M-V functional and the def2-TZVPD basis.

As for the multiplicity: 1. For the HOMO energy, the calculation gives -4.1 eV. Its charge is -1.

Geometry as XYZ:
```
11
C2H6NO2 (the ωB97M-V functional and the def2-TZVPD basis)
O -0.89201 0.52295 -0.12898
C 0.14933 0.16787 -0.73321
O 0.83234 -0.85296 -0.56582
C 0.65547 1.20257 -1.78045
H 1.35869 0.74390 -2.47597
H -0.18793 1.63816 -2.30860
H 1.19278 1.96680 -1.21585
N -0.89991 -1.57807 2.24824
H -1.42685 -1.15781 2.99234
H 0.05854 -1.66623 2.55279
H -0.84045 -0.98719 1.41550
```

=====

Result of the stability comparison: version Q is the most stable of them.